[1]
# C2H7N3S

A structure of composition C2H7N3S (ωB97M-V/def2-TZVPD, OMol25).

Values from the calculation:
net charge	0
lowest unoccupied orbital energy	0.35	eV
HOMO-LUMO gap	8.9	eV

Last column: Mulliken charge in e.
Atoms and positions in Å:
H1 -2.591270 -0.793981 -1.146347  0.286
C1 -2.753809 0.802372 0.261262  -0.744
S1 2.213265 0.591880 -0.048418  -0.166
H2 -2.317529 1.569490 -0.455107  0.326
C2 0.039352 -0.922296 0.244440  0.050
H3 -3.979531 0.759129 0.266679  0.244
N1 -2.060391 -0.566040 -0.159196  -0.351
N2 1.341325 -0.852654 0.035353  -0.199
H4 -0.600076 -1.737255 1.119787  0.248
H5 1.160118 1.816078 0.385156  0.166
N3 -0.706633 -0.066994 -0.507449  -0.448
H6 -2.647764 1.471125 1.238135  0.242
H7 1.830452 -1.435296 0.751224  0.345

Cartesian forces (eV/Å) of the 6 atoms listed first:
H 1.784 0.951 2.990
C -2.276 1.485 -0.334
S -1.348 3.708 -0.036
H -1.168 -0.912 0.303
C -5.624 1.376 -1.198
H 3.076 -0.204 -0.693


[2]
# C3H5LiO4Sr

A structure of composition C3H5LiO4Sr (ωB97M-V/def2-TZVPD, OMol25).

Values from the calculation:
multiplicity	2
net charge	+1
lowest unoccupied orbital energy (alpha / beta)	-4.49 / -4.63	eV
HOMO-LUMO gap (alpha / beta)	2.9 / 6.7	eV

Last column: Mulliken charge in e.
Atoms and positions in Å:
Li1 -0.844983 -0.801267 2.765580  0.882
H1 -2.553416 1.623800 0.188634  0.205
O1 -1.696019 0.872655 -1.488762  -0.680
Sr1 0.422122 2.119325 -1.890152  1.833
H2 0.198502 0.999551 0.920860  -0.040
O2 0.653408 -0.944282 0.331145  -0.172
C1 1.578059 -0.810179 -0.559320  0.686
H3 -3.369570 0.132449 -0.648058  0.253
C2 0.501178 0.052930 1.405843  -1.045
H4 1.470755 0.198018 1.923100  0.356
H5 2.021943 -2.638529 -0.547179  0.362
C3 -2.526453 0.841723 -0.593547  -0.571
O3 1.684542 0.134488 -1.344717  -0.628
O4 2.459932 -1.780682 -0.463425  -0.442

Cartesian forces (eV/Å) of the 6 atoms listed first:
Li 0.040 0.257 -0.438
H -0.174 -0.250 -0.103
O 5.784 1.424 -4.596
Sr -1.618 -1.694 0.576
H -0.004 -0.030 0.148
O -0.636 -0.330 0.136


[3]
# C34H34N4O4

An isolated molecule of C34H34N4O4 (ωB97M-V/def2-TZVPD, OMol25).

Values from the calculation:
net charge	0
lowest unoccupied orbital energy	0.67	eV
SMILES string	Cc1oc2cc3c(C(=O)N4CCN(c5ccccc5)CC4)c(C)oc3cc2c1C(=O)N1CCN(c2ccccc2)CC1
HOMO-LUMO gap	8.4	eV

Last column: Mulliken charge in e.
Atoms and positions in Å:
C1 1.221534 0.429469 3.121408  -1.511
H1 3.862993 0.385053 -1.466855  0.458
H2 3.391949 1.739280 -4.066005  0.303
C2 -1.208468 -1.047990 5.498730  -0.340
H3 1.842416 1.354716 -5.785779  0.441
H4 0.876302 1.217429 3.784410  0.341
H5 4.223982 -1.679272 -5.388143  0.467
H6 -4.420941 2.853949 3.181820  0.335
H7 -1.883411 2.240174 5.922975  0.256
H8 -2.399813 -0.268352 -6.147761  0.367
C3 -1.922630 1.267352 -0.753855  -1.117
C4 2.130997 -1.247963 -5.830908  -0.804
C5 1.548656 0.885081 -4.839189  -0.904
O1 0.996391 -0.153575 0.764900  -0.468
C6 -0.209632 1.213432 6.717318  -0.818
C7 -0.890666 -0.219257 -3.862886  -0.114
H9 1.406342 -0.028460 7.383615  0.395
C8 -1.906003 0.157512 5.361071  0.914
H10 2.288554 0.540114 2.941611  0.448
C9 0.160069 0.071611 -0.278165  0.646
C10 -1.765042 0.813283 -2.047025  -0.309
H11 3.925526 -0.029989 -5.939212  0.395
C11 -3.226017 -0.558766 3.419952  -1.094
C12 -2.785084 0.485221 -5.467109  -1.598
O2 -2.596358 1.038141 -3.095878  -0.510
H12 0.173825 2.106167 7.189339  0.378
H13 -2.902676 0.014286 1.342063  0.289
C13 -3.543118 2.371297 3.624449  -0.902
C14 -1.387304 1.286816 5.997981  -0.247
H14 -4.096107 -1.226838 3.458070  0.263
H15 -1.604762 -1.952288 5.061011  0.527
C15 3.808902 -2.882653 -0.636673  -0.640
C16 3.776004 -0.682925 -1.598078  -0.089
C17 -1.461723 1.978948 2.469288  0.431
C18 0.485515 0.505676 1.837611  -0.248
H16 -3.973950 1.765725 5.685360  0.495
H17 1.136450 -1.022740 -1.854256  0.876
H18 -2.756358 1.882580 -0.459148  0.657
H19 3.889416 -3.526180 0.225886  0.409
H20 3.364568 -3.060510 -3.972622  0.305
H21 4.024879 -1.068604 0.480061  0.383
C19 2.739715 0.882104 -3.850631  -0.776
C20 3.528961 -0.842726 -5.319787  -1.092
N1 -3.109344 0.171245 4.665265  0.037
C21 3.572567 -1.213249 -2.878251  0.532
C22 3.880656 -1.506860 -0.496149  -0.518
C23 -0.029633 -1.109926 6.214257  -0.752
H22 0.714478 1.448083 -4.421801  0.374
C24 -3.969332 1.329872 4.686829  -0.962
H23 -2.658578 1.472032 -5.913605  0.308
H24 -4.983418 0.974224 4.472378  0.384
O3 -0.330494 -2.170924 -5.092904  -0.671
H25 -2.330625 -1.161543 3.272210  0.503
C25 3.518858 -2.602859 -3.008559  -0.177
N2 3.486261 -0.353169 -3.964911  0.077
C26 -3.375591 0.425568 2.231106  -0.570
H26 3.583256 -4.491543 -2.028743  0.376
C27 -0.929441 0.879603 0.139697  0.978
C28 3.638541 -3.420192 -1.899926  -0.869
C29 0.314843 -0.388010 -1.569179  -1.167
H27 1.906993 -2.298717 -5.634813  0.464
H28 -2.889875 3.138287 4.043798  0.521
C30 -0.024781 -1.045747 -4.745023  0.237
H29 1.057097 -0.533291 3.606083  0.218
H30 -4.431783 0.605028 2.008541  0.344
O4 -0.939963 2.903885 3.066355  -0.677
C31 0.483819 0.021277 6.825813  -0.512
H31 2.054325 -1.076961 -6.912165  0.346
N3 1.137714 -0.465668 -5.123546  0.287
C32 -0.669734 0.013894 -2.462851  1.257
H32 -3.848953 0.322582 -5.307434  0.383
H33 2.360771 0.981358 -2.833629  0.380
C33 -2.062237 0.396880 -4.174420  0.508
H34 0.486737 -2.055313 6.303354  0.394
C34 -0.689318 1.129325 1.534507  0.591
N4 -2.787702 1.694501 2.588753  0.179

Cartesian forces (eV/Å) of the 6 atoms listed first:
C 0.042 -0.138 -0.216
H 0.018 0.097 -0.013
H -0.122 0.032 0.074
C 0.038 -0.059 -0.078
H -0.058 0.027 0.073
H -0.021 0.025 0.048


[4]
# C3H7NS

An isolated molecule of C3H7NS (ωB97M-V/def2-TZVPD, OMol25).

Values from the calculation:
net charge	0
lowest unoccupied orbital energy	0.72	eV
SMILES string	CN(C)C=S
HOMO-LUMO gap	9.0	eV

Last column: Mulliken charge in e.
Atoms and positions in Å:
H1 1.137690 -1.628615 -0.349414  0.314
C1 -1.384042 -0.446540 0.256049  -0.044
C2 0.380107 1.194238 0.706960  -0.817
H2 1.208780 0.823404 1.393787  0.308
S1 -1.948023 -1.940591 -0.232530  -0.345
H3 1.576793 -0.085176 -1.277999  0.277
C3 0.682724 -0.752513 -0.918463  -0.879
H4 -1.986359 0.255565 0.875017  0.222
H5 0.084269 -1.168320 -1.807528  0.297
H6 -0.346933 1.677279 1.356406  0.304
H7 0.777276 1.988638 0.055449  0.290
N1 -0.182282 0.082631 -0.057733  0.073

Cartesian forces (eV/Å) of the 6 atoms listed first:
H -0.746 1.023 -0.617
C -0.144 0.107 -0.011
C 1.205 -0.232 0.404
H -0.848 0.410 -0.910
S 0.149 1.085 0.418
H -1.744 -1.210 0.536


[5]
# CH5N2P

An isolated molecule of CH5N2P (ωB97M-V/def2-TZVPD, OMol25).

Values from the calculation:
multiplicity	3
net charge	0
lowest unoccupied orbital energy (alpha / beta)	1.30 / -2.61	eV
HOMO-LUMO gap (alpha / beta)	8.9 / 7.0	eV

Last column: Mulliken charge in e.
Atoms and positions in Å:
C1 -0.093385 -0.861074 -0.741600  -0.638
H1 -1.125277 -0.669387 -0.476607  0.245
H2 0.225907 -1.895599 -0.874704  0.316
H3 -1.661039 -0.360870 1.464287  0.322
H4 0.510761 -0.134667 -1.246336  0.200
N1 1.069414 1.379329 -0.043072  -0.463
H5 1.901062 1.865269 -0.032444  0.214
P1 0.315503 0.199051 0.652368  0.278
N2 -1.142946 0.477948 1.298110  -0.475

Cartesian forces (eV/Å) of the 6 atoms listed first:
C 0.162 -0.419 1.133
H -0.887 -0.493 -2.183
H -0.160 0.275 0.513
H -0.314 -0.785 0.577
H -0.743 -0.099 -2.251
N -2.215 -0.520 0.453


> Number 1 is which compound?

C2H7N3S


> Number 2 is which compound?

C3H5LiO4Sr